1.
The following is a DFT calculation (ωB97M-V/def2-TZVPD) of a structure of composition C30H35AsN9O7PRhS.

```
85
Properties=species:S:1:pos:R:3:mulliken_spin:R:1
Rh -0.302 -0.360 -0.306 0.944
C 2.552 -0.884 -3.683 -0.004
C 1.451 -0.443 -2.956 -0.005
N 1.220 -0.912 -1.739 -0.018
C 2.082 -1.829 -1.243 -0.031
C 3.169 -2.248 -1.997 0.004
N 3.410 -1.779 -3.212 0.002
C 1.818 -2.283 0.146 0.046
C 2.502 -3.254 0.840 0.106
C 2.151 -3.556 2.185 -0.058
C 1.093 -2.786 2.737 0.041
C 0.441 -1.842 1.986 0.100
N 0.804 -1.605 0.709 0.113
C -0.677 -0.974 2.413 0.020
C -1.259 -0.985 3.707 0.414
N -2.077 -0.001 4.122 -0.104
C -2.522 0.823 3.229 0.286
C -2.313 0.623 1.758 0.005
N -1.103 -0.123 1.512 0.289
C 2.822 -4.566 2.932 0.112
C 3.920 -5.311 2.396 0.128
C 4.553 -6.280 3.120 0.056
N 4.092 -6.487 4.352 0.998
C 3.080 -5.883 4.975 0.060
C 2.436 -4.910 4.267 0.124
H 2.730 -0.496 -4.677 0.000
H 0.736 0.263 -3.347 0.002
H 3.872 -2.971 -1.609 -0.002
H 3.302 -3.785 0.353 0.012
H 0.781 -2.926 3.760 0.012
H -1.012 -1.761 4.417 0.008
H -3.095 1.678 3.565 0.004
H -2.248 1.560 1.201 -0.003
H 4.302 -5.144 1.403 0.041
H 5.387 -6.865 2.764 0.029
H 2.820 -6.182 5.979 0.029
H 1.613 -4.428 4.770 0.040
O -4.735 -2.205 0.558 0.003
As -3.489 -1.181 -0.102 0.031
O -3.452 -0.118 1.309 0.038
O -2.072 -1.987 -0.256 0.049
C -4.466 -0.592 -1.645 -0.001
C -5.749 -1.091 -1.842 -0.001
C -6.465 -0.737 -2.980 0.000
C -5.911 0.111 -3.919 0.000
C -4.626 0.605 -3.733 0.000
C -3.912 0.250 -2.604 0.002
S -2.230 0.772 -2.459 -0.003
O -2.067 2.045 -3.100 0.000
O -2.089 0.815 -0.954 0.009
O -1.420 -0.316 -2.965 0.000
H -4.526 -2.464 1.463 -0.001
H -6.200 -1.743 -1.110 0.001
H -7.463 -1.127 -3.121 0.000
H -6.475 0.391 -4.798 0.000
H -4.172 1.272 -4.453 0.000
C 3.838 3.382 1.283 0.000
N 2.923 2.377 0.772 0.001
C 3.393 1.013 0.879 0.006
P 1.676 2.743 -0.250 0.019
O 0.557 1.766 -0.122 0.040
N 1.123 4.253 0.112 0.005
C 1.714 5.478 -0.388 0.001
C 0.247 4.444 1.253 0.000
N 2.269 2.790 -1.791 -0.002
C 1.351 3.110 -2.876 -0.001
C 3.668 2.963 -2.133 0.000
H 4.193 3.073 2.268 0.000
H 3.329 4.336 1.396 0.000
H 4.714 3.527 0.639 0.000
H 3.655 0.792 1.917 -0.002
H 4.277 0.826 0.258 0.001
H 2.597 0.337 0.576 0.003
H 2.346 5.276 -1.250 0.000
H 2.322 5.979 0.374 0.000
H 0.925 6.168 -0.697 0.000
H -0.250 3.506 1.491 0.003
H -0.516 5.186 1.005 0.000
H 0.798 4.795 2.132 0.000
H 0.334 2.814 -2.620 0.000
H 1.651 2.568 -3.775 -0.001
H 1.360 4.179 -3.113 0.000
H 4.312 2.601 -1.336 0.000
H 3.921 4.010 -2.336 0.000
H 3.892 2.387 -3.033 0.000
```

Calculated values
Energy (hartree): -5269.29987
Net charge: +1
HOMO level (spin up / spin down) (eV): -8.8 / -10.9
Largest force on an atom (eV/A): 0.73
2S+1: 5

---

2.
The following is a DFT calculation (ωB97M-V/def2-TZVPD) of a cluster of 5 separate species, C30H35Cl2F8N4O18S2 in total in a non-equilibrium geometry.

```
99
Properties=species:S:1:pos:R:3:lowdin_charge:R:1
C -3.275 -4.810 -0.918 -0.063
C -3.231 -4.089 0.426 -0.667
Cl -4.546 -4.465 1.510 0.735
C -2.297 -3.214 0.763 -0.676
Cl -2.283 -2.423 2.323 0.762
N -1.302 -2.923 -0.194 -0.024
C -1.460 -2.127 -1.263 -0.234
C -2.721 -1.359 -1.604 -0.032
C -2.350 0.161 -1.317 -0.126
C -3.049 0.748 -0.053 -0.049
C -2.102 1.018 1.122 -0.530
O -2.450 1.731 1.998 0.126
O -0.858 0.463 1.195 0.050
N -0.356 -2.025 -2.004 0.249
C 0.560 -2.803 -1.356 -0.336
N 1.819 -2.988 -1.741 0.213
C 2.378 -2.344 -2.899 -0.466
F 3.527 -3.019 -3.152 0.132
F 1.632 -2.460 -3.996 0.156
C 2.820 -0.851 -2.646 -0.273
F 4.141 -0.780 -2.437 0.102
F 2.218 -0.336 -1.546 0.078
N -0.010 -3.333 -0.280 -0.268
S 0.843 -4.338 0.832 1.095
C 1.142 -3.109 2.175 -0.304
C 2.527 -3.256 2.813 -0.559
O 3.192 -4.197 2.625 0.159
O 2.862 -2.227 3.635 0.009
C 4.151 -1.654 3.361 -0.078
C 4.038 -0.191 2.804 -0.296
C 2.974 -0.173 1.681 -0.023
O 5.355 0.154 2.387 0.019
C 5.361 1.263 1.577 -0.570
O 5.039 2.323 1.931 0.149
C 5.850 1.009 0.131 -0.419
S 5.110 2.291 -0.940 0.794
H -4.013 -4.350 -1.601 0.102
H -2.303 -4.765 -1.438 0.084
H -3.543 -5.867 -0.778 0.091
H -3.518 -1.608 -0.883 0.110
H -3.023 -1.509 -2.649 0.136
H -1.261 0.217 -1.121 0.102
H -2.530 0.768 -2.215 0.077
H -3.453 1.736 -0.337 0.141
H -3.900 0.157 0.327 0.114
H -0.527 0.717 2.075 0.100
H 2.424 -3.603 -1.204 0.151
H 2.511 -0.232 -3.509 0.151
H 1.144 -2.122 1.669 0.073
H 0.309 -3.082 2.893 0.063
H 4.803 -2.254 2.707 0.144
H 4.673 -1.569 4.333 0.147
H 3.649 0.438 3.628 0.130
H 3.190 -0.886 0.861 0.099
H 2.799 0.831 1.248 0.090
H 2.014 -0.446 2.157 0.064
H 6.955 1.016 0.160 0.098
H 5.560 -0.016 -0.164 0.073
H 5.479 1.968 -2.210 -0.111
C -0.328 0.939 -6.151 -0.041
C 0.360 0.841 -4.818 -0.322
O -0.479 1.606 -3.974 0.134
C -1.735 1.508 -4.501 -0.537
O -2.728 1.791 -3.917 0.169
O -1.702 1.032 -5.770 0.091
F 1.590 1.415 -4.848 0.074
H -0.040 1.836 -6.704 0.153
H -0.153 0.068 -6.779 0.146
H 0.442 -0.177 -4.426 0.149
C 1.192 4.937 -1.888 -0.072
C 2.598 4.957 -1.364 -0.330
O 3.037 6.265 -1.672 0.141
C 1.915 7.050 -1.662 -0.534
O 1.926 8.231 -1.616 0.189
O 0.783 6.290 -1.701 0.079
F 3.377 4.060 -2.021 -0.024
H 1.141 4.686 -2.950 0.143
H 0.554 4.253 -1.335 0.125
H 2.678 4.787 -0.295 0.144
C -8.972 -2.221 2.283 -0.050
C -8.122 -1.586 3.348 -0.313
O -6.866 -1.448 2.704 0.125
C -7.136 -1.308 1.375 -0.551
O -6.354 -0.911 0.573 0.158
O -8.408 -1.677 1.087 0.081
F -7.977 -2.403 4.417 0.081
H -8.876 -3.308 2.267 0.147
H -10.024 -1.962 2.375 0.145
H -8.471 -0.607 3.682 0.178
C 1.151 3.230 4.258 -0.032
C 1.874 2.168 3.473 -0.319
O 1.454 2.422 2.147 0.101
C 1.191 3.762 2.082 -0.499
O 1.081 4.365 1.066 0.185
O 1.087 4.305 3.317 0.106
F 1.466 0.918 3.828 0.059
H 0.139 2.927 4.534 0.151
H 1.687 3.526 5.157 0.149
H 2.964 2.225 3.529 0.156
```

Calculated values
Energy (hartree): -5252.99795
Net charge: +1
HOMO level (eV): -11.1
Largest force on an atom (eV/A): 3.66

---

3.
The following is a DFT calculation (ωB97M-V/def2-TZVPD) of a structure of composition C30H35F5IrN7O3Te.

```
82
Properties=species:S:1:pos:R:3:mulliken_spin:R:1
Ir -1.219 2.358 1.659 2.083
C 1.333 4.072 0.707 0.017
N -0.120 4.280 0.686 0.155
C -0.537 4.600 -0.678 0.025
C -0.530 5.333 1.625 0.029
C -0.278 4.906 3.062 -0.015
N -0.897 3.615 3.322 0.570
C -0.711 3.012 4.545 0.017
C -1.681 2.091 4.985 0.050
F -2.815 1.914 4.289 -0.001
C -1.537 1.382 6.160 -0.046
F -2.508 0.517 6.506 -0.002
C -0.443 1.546 6.981 0.118
C 0.509 2.464 6.584 -0.049
F 1.597 2.655 7.337 -0.003
C 0.384 3.187 5.414 0.093
F 1.394 4.018 5.107 0.006
H 1.861 4.994 0.432 0.006
H 1.578 3.291 -0.012 0.000
H 1.662 3.731 1.685 -0.012
H -0.016 5.495 -1.045 -0.002
H -1.611 4.775 -0.702 -0.002
H -0.305 3.756 -1.326 0.008
H -1.594 5.517 1.469 0.004
H 0.012 6.268 1.424 0.001
H -0.664 5.667 3.749 0.017
H 0.797 4.853 3.236 0.026
H -0.330 0.981 7.894 0.008
C 4.276 -2.770 -1.423 0.000
C 2.987 -3.137 -0.703 0.000
N 2.053 -2.014 -0.620 0.004
C 2.036 -1.262 0.506 0.002
C 1.281 -0.153 0.724 -0.015
C 1.461 0.483 2.102 0.025
O 2.263 -0.069 2.853 0.010
O 0.747 1.493 2.389 0.144
C 0.422 0.310 -0.329 0.005
O -0.289 1.323 -0.321 0.105
C 0.424 -0.527 -1.546 0.023
C -0.433 -0.176 -2.590 -0.003
C -0.463 -0.922 -3.733 0.002
F -1.342 -0.594 -4.708 0.000
C 0.376 -2.026 -3.914 0.001
C 1.227 -2.378 -2.880 -0.001
C 1.243 -1.657 -1.679 0.002
N 0.406 -2.806 -5.106 0.001
C -0.006 -2.223 -6.374 0.000
C 0.413 -3.191 -7.494 0.000
N 1.508 -4.066 -6.960 0.000
C 0.973 -5.009 -5.912 0.000
C 0.014 -4.204 -5.021 0.000
H 4.943 -3.631 -1.463 0.000
H 4.790 -1.967 -0.895 0.000
H 4.086 -2.431 -2.442 0.000
H 3.197 -3.446 0.319 0.000
H 2.480 -3.978 -1.178 0.000
H 2.688 -1.576 1.313 0.001
H -1.084 0.679 -2.462 0.009
H 1.905 -3.206 -3.034 0.000
H 0.489 -1.260 -6.495 0.000
H -1.083 -2.057 -6.457 0.000
H 0.777 -2.673 -8.378 0.000
H -0.393 -3.861 -7.788 0.000
H 2.195 -3.462 -6.505 0.000
H 1.973 -4.580 -7.707 0.000
H 1.833 -5.387 -5.363 0.000
H 0.485 -5.831 -6.431 0.000
H 0.085 -4.553 -3.995 0.000
H -1.024 -4.350 -5.343 0.000
Te -3.554 3.202 1.093 1.485
C -4.840 -1.322 3.977 0.002
N -3.554 -1.003 3.387 0.004
C -2.319 -1.379 3.860 0.002
C -1.405 -0.745 3.075 -0.002
N -2.055 0.014 2.126 0.042
C -3.339 -0.167 2.354 0.045
H -4.730 -2.199 4.609 0.000
H -5.565 -1.542 3.196 0.000
H -5.196 -0.490 4.583 0.000
H -2.213 -2.032 4.709 0.001
H -0.332 -0.775 3.163 0.001
H -4.144 0.305 1.816 0.004
```

Calculated values
Energy (hartree): -2644.53485
Net charge: +1
HOMO level (spin up / spin down) (eV): -7.5 / -9.1
Largest force on an atom (eV/A): 0.62
2S+1: 6
Energy relative to the best compared isomer or geometry (same formula, charge and spin) (kcal per mole): 0.0

---

4.
The following is a DFT calculation (ωB97M-V/def2-TZVPD) of a structure of composition C30H35F9I2NO28S in a non-equilibrium geometry.

```
106
Properties=species:S:1:pos:R:3:lowdin_charge:R:1
C -4.145 1.947 -2.341 -0.161
C -2.762 1.740 -1.728 -0.861
I -1.940 -0.068 -2.594 0.995
C -1.724 2.824 -2.023 -0.977
I -0.012 2.451 -0.762 1.010
S -2.207 4.525 -1.675 1.005
N -3.127 4.386 -0.318 -0.137
O -3.201 4.930 -2.893 -0.269
H -4.117 1.665 -3.385 0.068
H -4.527 2.957 -2.227 0.059
H -4.852 1.292 -1.848 0.095
H -2.779 1.534 -0.666 0.051
H -1.376 2.803 -3.055 0.018
H -3.648 5.251 -0.199 0.090
H -3.735 3.571 -0.347 0.065
H -3.285 4.181 -3.516 0.084
C 0.451 4.002 -4.831 -0.063
C 1.160 3.870 -6.160 -0.290
O 0.773 2.562 -6.574 0.138
C -0.421 2.279 -6.006 -0.553
O -1.128 1.379 -6.315 0.164
O -0.712 3.178 -5.029 0.009
F 2.502 3.925 -6.045 0.101
H 1.026 3.591 -4.002 0.100
H 0.162 5.028 -4.605 0.142
H 0.844 4.591 -6.915 0.177
C 5.115 0.410 -3.859 -0.018
C 4.292 -0.494 -4.745 -0.299
O 2.958 -0.089 -4.438 0.140
C 3.015 1.204 -4.056 -0.532
O 2.062 1.917 -3.982 0.118
O 4.275 1.580 -3.789 0.098
F 4.437 -1.795 -4.422 0.099
H 5.240 -0.010 -2.861 0.146
H 6.087 0.653 -4.274 0.148
H 4.471 -0.366 -5.814 0.159
C 0.427 2.288 4.547 -0.037
C 0.334 3.334 3.464 -0.322
O 1.489 3.070 2.682 0.110
C 1.772 1.745 2.822 -0.559
O 2.504 1.141 2.113 0.171
O 1.082 1.215 3.856 0.076
F 0.415 4.592 3.957 0.081
H 1.047 2.624 5.380 0.150
H -0.544 1.976 4.923 0.144
H -0.558 3.254 2.839 0.157
C -1.288 -3.420 0.663 -0.038
C -1.982 -4.420 -0.233 -0.295
O -3.339 -4.013 -0.150 0.139
C -3.352 -2.681 0.115 -0.583
O -4.297 -1.974 0.002 0.152
O -2.128 -2.261 0.515 0.030
F -1.867 -5.682 0.239 0.080
H -1.295 -3.744 1.703 0.153
H -0.266 -3.202 0.362 0.120
H -1.664 -4.398 -1.276 0.175
C 3.899 -1.734 2.988 -0.052
C 4.566 -1.817 1.638 -0.304
O 4.001 -2.999 1.083 0.136
C 2.769 -3.156 1.640 -0.548
O 1.923 -3.873 1.218 0.159
O 2.631 -2.360 2.721 0.078
F 5.909 -1.965 1.731 0.083
H 4.441 -2.306 3.741 0.150
H 3.761 -0.722 3.337 0.094
H 4.348 -0.977 0.977 0.168
C 2.130 -1.446 7.458 -0.034
C 1.829 -0.001 7.783 -0.313
O 2.922 0.681 7.180 0.134
C 3.351 -0.082 6.139 -0.549
O 4.057 0.301 5.267 0.170
O 2.833 -1.326 6.213 0.074
F 1.830 0.240 9.110 0.091
H 2.787 -1.892 8.205 0.149
H 1.242 -2.060 7.344 0.144
H 0.895 0.371 7.356 0.168
C 0.839 -1.065 -7.992 -0.035
C 1.108 -2.178 -7.007 -0.307
O 2.437 -2.561 -7.331 0.139
C 3.055 -1.469 -7.855 -0.564
O 4.228 -1.353 -7.981 0.172
O 2.152 -0.515 -8.174 0.076
F 0.283 -3.236 -7.186 0.082
H 0.471 -1.455 -8.941 0.149
H 0.153 -0.310 -7.617 0.117
H 1.071 -1.874 -5.959 0.167
C -2.471 -8.215 1.674 -0.068
C -3.204 -9.455 2.128 -0.313
O -3.248 -9.282 3.534 0.135
C -3.223 -7.941 3.785 -0.550
O -3.491 -7.440 4.821 0.186
O -2.853 -7.260 2.670 0.062
F -2.522 -10.587 1.836 0.080
H -1.390 -8.358 1.701 0.147
H -2.766 -7.882 0.685 0.125
H -4.222 -9.547 1.746 0.174
C -3.089 5.602 3.880 -0.065
C -3.745 6.523 4.883 -0.309
O -4.177 5.620 5.885 0.146
C -3.342 4.545 5.860 -0.541
O -3.253 3.726 6.704 0.199
O -2.608 4.546 4.711 0.042
F -4.816 7.159 4.355 0.082
H -3.819 5.204 3.171 0.136
H -2.271 6.070 3.337 0.136
H -3.075 7.260 5.328 0.178
```

Calculated values
Energy (hartree): -5217.86411
Net charge: +1
HOMO level (eV): -12.5
Largest force on an atom (eV/A): 1.09
Energy relative to the best compared isomer or geometry (same formula, charge and spin) (kcal per mole): 0.0

---

5.
The following is a DFT calculation (ωB97M-V/def2-TZVPD) of a structure of composition C30H35FN4OPtSSe.

```
74
Properties=species:S:1:pos:R:3:mulliken_spin:R:1
Pt -1.231 0.983 -1.609 0.873
C -1.155 0.101 3.633 -0.003
C -1.125 -0.074 2.114 0.028
C -0.129 -1.154 1.697 -0.006
C -2.492 -0.396 1.542 0.067
C -3.211 -1.474 2.045 -0.007
C -4.447 -1.808 1.523 0.011
C -4.971 -1.066 0.479 -0.007
C -4.290 0.019 -0.072 0.030
C -4.952 0.714 -1.255 -0.013
C -4.930 2.242 -1.250 -0.009
C -4.443 0.159 -2.586 -0.001
C -3.043 0.338 0.485 -0.013
N -2.273 1.444 -0.023 0.490
C -2.392 2.630 0.683 -0.065
C -3.150 2.714 1.866 0.121
C -3.258 3.891 2.577 -0.055
C -2.624 5.044 2.127 0.120
C -1.895 5.006 0.952 -0.070
C -1.791 3.825 0.248 0.129
F -1.125 3.866 -0.909 0.018
H -0.208 0.514 3.984 0.000
H -1.306 -0.853 4.142 0.000
H -1.953 0.777 3.942 0.000
H -0.776 0.860 1.675 0.026
H -0.434 -2.135 2.066 -0.001
H 0.866 -0.932 2.093 0.000
H -0.068 -1.205 0.608 0.006
H -2.796 -2.053 2.862 0.000
H -5.004 -2.643 1.927 0.001
H -5.937 -1.331 0.066 0.001
H -6.003 0.420 -1.183 0.001
H -3.958 2.640 -1.542 0.006
H -5.190 2.650 -0.272 -0.001
H -5.660 2.613 -1.973 -0.001
H -3.396 0.435 -2.765 0.042
H -5.026 0.561 -3.416 0.001
H -4.504 -0.930 -2.614 0.003
H -3.656 1.828 2.222 0.003
H -3.846 3.910 3.485 -0.002
H -2.706 5.970 2.679 0.007
H -1.404 5.881 0.548 -0.002
Se 0.471 0.871 -6.139 0.052
C -0.152 0.593 -4.507 0.018
N -0.569 0.386 -3.428 -0.018
C 7.058 -0.706 -0.854 0.001
C 5.708 -0.523 -0.178 0.000
C 4.645 -0.083 -1.170 0.007
N 3.394 0.226 -0.470 0.015
C 2.175 0.235 -1.032 -0.022
S 1.073 1.443 -0.630 0.219
N 1.877 -0.729 -1.944 0.001
C 2.436 -2.006 -2.155 -0.002
O 2.249 -2.553 -3.211 0.000
C 3.201 -2.660 -1.050 -0.001
C 2.823 -2.531 0.279 0.003
C 3.522 -3.211 1.265 0.000
C 4.608 -4.004 0.921 0.000
C 4.985 -4.135 -0.410 0.000
C 4.274 -3.473 -1.398 0.000
H 7.819 -1.015 -0.138 0.000
H 7.398 0.219 -1.323 0.000
H 7.007 -1.471 -1.632 0.000
H 5.786 0.216 0.626 0.000
H 5.384 -1.459 0.284 0.000
H 4.471 -0.882 -1.885 0.000
H 4.966 0.796 -1.738 -0.002
H 3.488 0.919 0.260 -0.004
H 1.086 -0.528 -2.553 0.008
H 1.979 -1.910 0.543 -0.003
H 3.217 -3.123 2.299 0.000
H 5.157 -4.530 1.691 0.000
H 5.824 -4.764 -0.677 0.000
H 4.532 -3.586 -2.443 0.000
```

Calculated values
Energy (hartree): -4477.23709
HOMO level (spin up / spin down) (eV): -7.2 / -7.4
Largest force on an atom (eV/A): 0.41
2S+1: 3